[1]
DFT (the ωB97M-V functional and the def2-TZVPD basis) results for a cluster of 2 separate species, C62H81N4 in total at a distorted geometry.

highest occupied orbital energy = -7.5 eV
total charge = +1
energy relative to the best compared isomer or geometry (same formula, charge and spin) = 5.12 kJ/mol
E_tot = -71563.176 eV
max |F| = 0.05516 hartree/bohr

Cartesian coordinates (Å):
1 C 3.8179 -2.0562 1.7327
2 C 3.1239 -3.2612 1.0830
3 C 4.1406 -4.1447 0.3526
4 C 1.9659 -2.8169 0.2017
5 C 2.1378 -2.4863 -1.1458
6 C 1.0943 -1.9720 -1.9087
7 C 1.3516 -1.3927 -3.2949
8 C 2.7170 -1.7598 -3.8740
9 C 1.1367 0.1179 -3.3385
10 C -0.2255 -1.9163 -1.3514
11 C -1.3745 -1.5444 -2.1695
12 N -1.8176 -2.2600 -3.2813
13 C -1.2017 -3.3764 -3.9694
14 C -0.8036 -3.1927 -5.3042
15 C -1.0434 -1.8781 -6.0545
16 C -2.3178 -1.9862 -6.8807
17 C 0.1495 -1.4437 -6.8993
18 C -0.2091 -4.2633 -5.9811
19 C 0.0034 -5.4795 -5.3349
20 C -0.4303 -5.6602 -4.0238
21 C -1.0746 -4.6281 -3.3334
22 C -1.7207 -4.8771 -1.9722
23 C -1.3735 -6.2459 -1.3848
24 C -3.2347 -4.7021 -2.0275
25 N -2.9324 -1.6893 -3.8172
26 N -3.2197 -0.6514 -2.9898
27 C -4.2931 0.2628 -3.3049
28 C -3.9953 1.4151 -4.0546
29 C -2.5980 1.6545 -4.6365
30 C -1.7808 2.5775 -3.7437
31 C -2.6438 2.1821 -6.0733
32 C -4.9971 2.3672 -4.2453
33 C -6.2850 2.1428 -3.7634
34 C -6.5833 0.9512 -3.1037
35 C -5.6024 -0.0131 -2.8831
36 C -5.9976 -1.3432 -2.2257
37 C -5.2302 -1.6354 -0.9372
38 C -5.9216 -2.5093 -3.2159
39 C -2.2477 -0.4828 -1.9800
40 C -2.3123 0.5015 -1.0001
41 C -0.3971 -2.2217 0.0372
42 C -1.7315 -2.1134 0.7779
43 C -1.6881 -1.0343 1.8665
44 C -2.1732 -3.4475 1.3854
45 C 0.7056 -2.6561 0.7701
46 H 3.1001 -1.4484 2.2960
47 H 4.6000 -2.3918 2.4221
48 H 4.2825 -1.4160 0.9709
49 H 2.6741 -3.8550 1.8906
50 H 3.6373 -4.9676 -0.1670
51 H 4.7193 -3.5656 -0.3768
52 H 4.8387 -4.5729 1.0796
53 H 3.1299 -2.5925 -1.5894
54 H 0.5919 -1.8420 -3.9511
55 H 2.8763 -2.8448 -3.8477
56 H 2.7954 -1.4333 -4.9188
57 H 3.5163 -1.2643 -3.3064
58 H 0.1347 0.3841 -2.9783
59 H 1.8742 0.6239 -2.6954
60 H 1.2458 0.4985 -4.3645
61 H -1.2119 -1.1041 -5.2958
62 H -3.1619 -2.1804 -6.2079
63 H -2.5057 -1.0549 -7.4279
64 H -2.2280 -2.8088 -7.6040
65 H 1.0573 -1.3568 -6.2874
66 H 0.3389 -2.1594 -7.7097
67 H -0.0573 -0.4630 -7.3481
68 H 0.0852 -4.1388 -7.0262
69 H 0.4948 -6.2985 -5.8638
70 H -0.2933 -6.6292 -3.5405
71 H -1.3123 -4.1072 -1.3006
72 H -0.2891 -6.3979 -1.3459
73 H -1.7664 -6.3344 -0.3650
74 H -1.8285 -7.0383 -1.9929
75 H -3.5063 -3.7330 -2.4562
76 H -3.6792 -5.4814 -2.6652
77 H -3.6810 -4.7749 -1.0265
78 H -2.1153 0.6662 -4.6583
79 H -1.7384 2.1861 -2.7192
80 H -0.7560 2.6743 -4.1237
81 H -2.2385 3.5760 -3.7114
82 H -3.3061 1.5679 -6.6964
83 H -2.9980 3.2216 -6.0979
84 H -1.6388 2.1549 -6.5141
85 H -4.7588 3.2903 -4.7819
86 H -7.0637 2.8917 -3.9168
87 H -7.5999 0.7608 -2.7429
88 H -7.0535 -1.2197 -1.9472
89 H -5.2214 -0.7634 -0.2713
90 H -5.6783 -2.4818 -0.4013
91 H -4.1921 -1.9000 -1.1660
92 H -6.6757 -2.3845 -4.0017
93 H -4.9394 -2.5465 -3.7031
94 H -6.1018 -3.4645 -2.7102
95 H -3.1546 1.1826 -1.0208
96 H -1.4320 0.6473 -0.3861
97 H -2.4887 -1.8054 0.0518
98 H -1.3950 -0.0690 1.4429
99 H -2.6780 -0.9163 2.3289
100 H -0.9660 -1.3014 2.6511
101 H -2.1796 -4.2471 0.6319
102 H -1.4939 -3.7442 2.1975
103 H -3.1899 -3.3553 1.7936
104 H 0.5751 -2.8907 1.8322
105 C 1.6671 1.5557 8.0023
106 C 1.9116 2.4035 6.7537
107 C 2.9631 3.4746 7.0636
108 C 2.4041 1.5488 5.5862
109 C 0.6045 3.0718 6.3616
110 N 0.4702 4.4131 6.3513
111 C -0.8097 4.7922 5.9522
112 C -1.5306 3.6162 5.6891
113 C -2.8181 3.7235 5.1734
114 C -3.3801 4.9935 4.9913
115 C -2.6472 6.1563 5.2858
116 C -1.3292 6.0645 5.7590
117 C -0.6343 2.4873 5.9514
118 C -0.9441 1.1331 5.7860
119 C -2.2329 0.5409 5.9312
120 C -3.3259 1.1282 6.6362
121 C -4.5913 0.5585 6.5857
122 C -4.8243 -0.6147 5.8580
123 C -6.2165 -1.1423 5.7050
124 C -3.7288 -1.2896 5.2981
125 C -2.4537 -0.7544 5.3804
126 H 0.8884 0.8031 7.8344
127 H 2.5935 1.0448 8.2947
128 H 1.3516 2.1989 8.8344
129 H 3.1644 4.1062 6.1899
130 H 2.6671 4.1006 7.9135
131 H 3.9038 2.9814 7.3344
132 H 2.4581 2.1567 4.6733
133 H 3.4086 1.1618 5.8039
134 H 1.7469 0.6973 5.3930
135 H 1.1923 5.0838 6.5936
136 H -3.3726 2.8219 4.9312
137 H -4.4009 5.0750 4.6151
138 H -3.1097 7.1305 5.1343
139 H -0.7195 6.9416 5.9711
140 H -0.1123 0.4391 5.6773
141 H -3.1693 2.0528 7.1953
142 H -5.4250 1.0366 7.1049
143 H -6.2264 -1.9931 5.0181
144 H -6.6302 -1.4720 6.6665
145 H -6.8886 -0.3706 5.3088
146 H -3.8923 -2.2463 4.7971
147 H -1.5951 -1.2982 4.9799

Force components x, y, z for each atom (eV/Å):
-0.033 0.068 -0.038
-0.120 -0.111 -0.076
-0.120 0.006 0.110
-0.029 0.061 -0.028
0.114 0.147 0.283
-0.669 0.159 0.241
-0.330 -0.573 -0.466
0.020 -0.046 0.071
-0.030 0.272 0.307
1.186 -0.288 1.024
0.287 -1.682 -1.309
-1.589 2.342 0.192
-0.142 -0.526 -0.416
-0.034 0.250 -0.251
0.178 -0.016 0.546
-0.223 -0.144 -0.052
0.128 -0.027 -0.053
-0.024 -0.157 0.272
0.002 0.187 -0.098
-0.075 0.174 -0.062
-0.323 0.044 0.086
0.526 0.187 0.272
0.039 0.087 -0.053
-0.278 0.020 -0.301
1.542 -0.924 1.002
1.014 -0.654 -0.227
-0.044 0.056 -0.412
0.396 0.128 0.094
-0.265 -0.481 0.088
0.130 0.163 0.293
-0.098 -0.098 -0.041
-0.209 -0.086 0.030
0.113 -0.010 0.028
-0.098 0.145 -0.089
0.148 -0.444 0.308
-0.267 0.387 0.094
0.239 -0.026 0.088
0.008 0.069 -0.288
-1.766 1.872 0.817
0.183 -0.804 -1.074
0.128 0.095 -0.531
-0.122 0.003 -0.403
0.120 0.087 -0.003
0.067 -0.153 -0.030
0.126 0.083 -0.039
0.100 -0.060 -0.097
-0.066 0.046 -0.088
-0.099 -0.119 0.125
0.108 0.023 -0.081
0.131 0.130 0.038
-0.073 -0.137 0.106
-0.025 0.062 -0.164
-0.349 0.108 0.141
0.389 0.209 0.109
0.047 0.198 -0.026
-0.027 -0.021 0.257
-0.057 -0.142 -0.165
0.222 0.037 -0.063
-0.185 -0.062 -0.200
0.011 -0.110 0.228
0.123 -0.076 -0.194
0.112 0.006 -0.348
0.025 -0.136 0.064
-0.097 0.193 0.102
-0.181 -0.047 -0.197
0.035 0.255 0.103
0.060 -0.228 0.048
-0.068 -0.063 0.406
-0.169 0.234 0.155
-0.065 0.372 -0.217
-0.116 -0.270 -0.111
-0.180 -0.050 0.042
0.034 0.029 -0.192
0.130 0.044 0.181
-0.057 -0.265 0.163
0.052 0.166 0.176
0.114 -0.018 -0.202
0.021 0.290 -0.033
0.047 0.142 -0.259
-0.172 0.034 0.034
0.107 -0.141 -0.036
0.108 0.166 0.074
0.093 -0.233 -0.080
-0.189 0.064 0.111
-0.161 -0.358 0.163
0.215 -0.209 0.054
0.372 0.065 -0.201
0.148 -0.013 -0.035
0.038 -0.173 -0.109
0.013 0.127 -0.138
-0.238 0.035 0.197
0.111 -0.061 0.098
-0.363 -0.115 0.159
-0.013 0.138 -0.046
0.290 0.122 0.142
-0.313 0.126 -0.036
0.116 -0.038 0.171
-0.078 -0.205 0.197
0.185 -0.040 -0.097
-0.095 -0.015 -0.091
-0.001 0.195 0.298
-0.197 -0.042 -0.139
0.222 -0.033 -0.048
0.055 0.051 -0.314
-0.042 -0.113 0.325
-0.251 0.464 0.008
0.187 -0.080 0.057
0.112 -0.044 -0.356
0.700 0.494 -0.438
0.145 -0.865 0.206
-0.724 -0.152 -0.420
-0.186 0.557 0.151
-0.267 0.389 -0.096
0.348 -0.246 0.068
0.353 -0.295 0.155
-0.335 0.039 -0.079
-0.629 -0.405 -0.327
0.552 0.710 1.340
-0.902 -0.723 -0.064
0.001 0.064 -0.354
0.498 0.344 0.203
0.265 -0.089 -0.094
-0.153 -0.213 -0.097
0.041 -0.014 0.115
0.198 0.394 -0.086
0.189 0.112 0.069
-0.204 0.112 -0.077
0.045 -0.219 -0.103
0.009 -0.080 0.135
0.066 -0.066 -0.104
-0.187 0.131 -0.044
0.053 -0.218 0.140
-0.270 0.081 -0.021
0.229 0.103 -0.013
-0.087 -0.397 0.037
-0.038 0.337 -0.057
0.344 0.008 0.082
0.190 -0.226 0.055
-0.253 -0.093 -0.093
-0.215 0.053 -0.111
-0.059 -0.306 -0.191
0.290 -0.113 -0.132
-0.082 0.123 0.130
0.119 0.086 -0.147
0.170 -0.124 0.096
0.107 0.295 0.152
-0.336 0.159 -0.054

=====

[2]
DFT (the ωB97M-V functional and the def2-TZVPD basis) results for a cluster of 2 separate species, C5H9Cl3Si in total at a distorted geometry.

highest occupied orbital energy (spin up / spin down) = -7.8 / -7.7 eV
energy relative to the best compared isomer or geometry (same formula, charge and spin) = 175.58 kJ/mol
E_tot = -50775.707 eV
max |F| = 0.09555 hartree/bohr

Cartesian coordinates (Å):
1 C 1.3612 -1.0064 1.3440
2 C 0.5863 -0.4306 0.4532
3 C -1.3756 0.6465 -0.6825
4 C -1.7277 -1.0489 0.8360
5 C -0.7456 -0.5890 -0.2661
6 Si 2.2355 1.3757 -1.1662
7 Cl 1.5587 3.1133 -0.4394
8 Cl 4.2882 1.3154 -0.9278
9 Cl 1.6960 0.7282 -2.8967
10 H 2.3494 -0.5402 1.5533
11 H 0.9936 -1.8174 1.9688
12 H -0.9317 1.0775 -1.5297
13 H -1.1942 1.3071 0.1536
14 H -2.5163 0.6426 -0.8683
15 H -1.1661 -1.6568 1.5878
16 H -2.0835 -0.0650 1.2950
17 H -2.6200 -1.5390 0.4904
18 H -0.7083 -1.5132 -0.9053

Force components x, y, z for each atom (eV/Å):
0.150 0.812 0.253
1.721 1.833 -3.035
-1.900 1.802 -1.037
0.585 1.012 2.112
0.010 -3.742 2.292
-0.648 -2.074 4.407
-0.124 1.048 -0.260
-0.465 0.035 -0.154
-0.541 -0.347 -2.710
-0.796 -0.853 -0.058
0.147 -0.069 0.140
0.634 0.789 -1.345
-0.164 0.621 0.050
1.818 -0.479 0.329
-0.991 0.300 -0.403
0.416 -1.614 0.121
-0.175 -0.447 -0.385
0.322 1.373 -0.318

=====

[3]
DFT (the ωB97M-V functional and the def2-TZVPD basis) results for the molecule C5H6N2O at a distorted geometry.

multiplicity = 3
highest occupied orbital energy (spin up / spin down) = -5.7 / -10.3 eV
energy relative to the best compared isomer or geometry (same formula, charge and spin) = 129.23 kJ/mol
E_tot = -10303.806 eV
max |F| = 0.11656 hartree/bohr

Cartesian coordinates (Å):
1 C 0.9631 -1.6473 -0.4501
2 C -1.8090 0.1530 0.8720
3 C 1.3913 0.6256 -0.2195
4 C -0.9534 -0.2769 -0.1287
5 C 0.4864 -0.5723 0.3247
6 N 1.3721 -2.5166 -1.1100
7 N 1.7164 1.4416 0.6495
8 O -1.1477 -0.1974 -1.4202
9 H -2.8841 0.0290 0.7369
10 H -1.4452 0.1950 1.9055
11 H 1.5888 0.8004 -1.3157
12 H 0.6084 -0.4632 1.3761
13 H 2.1616 2.3142 0.2996
14 H -2.0487 0.1149 -1.5199

Force components x, y, z for each atom (eV/Å):
1.593 -4.082 -1.003
-3.744 1.897 3.222
-1.055 -0.280 -1.006
5.331 -2.698 0.469
-0.596 2.787 -3.210
-0.736 1.607 1.002
0.839 2.208 1.284
-0.637 0.723 -1.537
0.075 -0.211 0.300
-0.251 0.383 -0.633
-0.441 -0.735 0.896
0.144 -0.857 0.748
-0.150 -0.924 0.085
-0.373 0.183 -0.617